Run w
The following is a DFT calculation (ωB97M-V/def2-TZVPD) of C6H13NO4 as an isolated structure.

CARTESIAN COORDINATES (ANGSTROEM)
C1 0.388 -0.596 2.507
C2 0.249 0.576 1.565
C3 0.642 0.269 0.170
C4 0.550 1.345 -1.957
C5 -0.333 0.131 -2.056
C6 -0.478 -0.464 -0.582
H1 -1.493 -0.378 2.126
H2 0.823 -0.461 3.398
H3 0.998 -2.636 1.620
H4 -0.831 1.137 1.662
H5 0.998 1.309 2.081
H6 1.710 -0.267 0.186
H7 -0.252 1.956 0.078
H8 1.608 0.981 -2.247
H9 0.289 2.190 -2.545
H10 -1.316 -0.077 -2.627
H11 -0.282 -1.088 -4.044
H12 -0.528 -1.443 -0.443
H13 -2.581 -0.766 0.049
N1 0.534 1.631 -0.456
O1 -0.875 -1.230 2.577
O2 1.406 -1.471 1.818
O3 0.529 -0.917 -2.753
O4 -1.754 0.269 -0.126

Properties
* total charge: 0
* M: 163.17 g/mol
* LUMO energy: -0.68 eV
* orbital gap: 8.17 eV
* HOMO: -8.86 eV

---

Run x
The following is a DFT calculation (ωB97M-V/def2-TZVPD) of a 2-piece molecular cluster, C6H13NO4 overall.

CARTESIAN COORDINATES (ANGSTROEM)
N1 -0.461 3.697 -0.246
O1 -1.519 4.228 -0.121
O2 0.683 4.040 -0.074
C1 -0.982 1.117 2.213
C2 -0.173 0.876 0.927
O3 -0.561 1.653 -0.070
O4 -0.301 -0.639 0.765
C3 0.254 -1.226 -0.438
C4 0.388 -2.728 -0.246
C5 1.642 -0.689 -0.802
C6 -0.712 -0.988 -1.599
H1 -0.856 2.207 2.414
H2 -2.051 0.832 2.019
H3 -0.571 0.476 3.024
H4 0.879 1.065 1.145
H5 -0.556 -3.230 -0.048
H6 0.771 -3.181 -1.160
H7 1.093 -3.002 0.536
H8 1.530 0.391 -1.008
H9 2.329 -0.880 0.045
H10 1.978 -1.232 -1.703
H11 -0.866 0.102 -1.684
H12 -0.271 -1.397 -2.523
H13 -1.665 -1.495 -1.366

Properties
* total charge: 0
* M: 163.17 g/mol
* LUMO energy (alpha / beta): -1.43 / -2.57 eV
* orbital gap (alpha / beta): 8.69 / 7.07 eV
* HOMO (alpha / beta): -10.12 / -9.65 eV

---

run x has the most favorable energy; the next structure is 86.7 kcal/mol above.

---

Run w
The following is a DFT calculation (ωB97M-V/def2-TZVPD) of a 3-piece molecular cluster, C2H10NO2 overall.

CARTESIAN COORDINATES (ANGSTROEM)
C1 -0.820 1.489 2.037
C2 0.976 2.059 0.478
N1 -0.098 1.444 0.738
H1 -0.528 0.561 2.513
H2 -0.465 2.349 2.597
H3 -1.885 1.544 1.811
H4 1.376 2.828 1.137
H5 1.698 1.702 -0.233
H6 -0.370 0.747 0.023
H7 0.964 -2.952 -2.869
H8 0.175 -3.931 -2.106
O1 0.557 -3.051 -1.990
H9 0.040 -1.723 -0.989
H10 -1.152 -0.719 -1.283
O2 -0.465 -0.949 -0.652

Properties
* total charge: +1
* M: 80.11 g/mol
* LUMO energy: -4.65 eV
* orbital gap: 10.77 eV
* HOMO: -15.41 eV

---

Run x
The following is a DFT calculation (ωB97M-V/def2-TZVPD) of a 3-piece molecular cluster, C2H10NO2 overall.

CARTESIAN COORDINATES (ANGSTROEM)
C1 -0.347 0.845 -0.932
C2 0.542 0.171 -1.653
N1 -0.471 0.546 0.495
H1 -1.089 1.490 -1.388
H2 0.515 -0.098 -2.694
H3 1.420 -0.084 -1.051
H4 -1.381 0.733 0.908
H5 0.141 1.203 1.032
H6 -0.063 -0.361 0.717
H7 -0.042 2.503 2.808
H8 0.595 1.357 3.734
O1 0.234 1.586 2.872
H9 -0.479 -2.881 -2.213
H10 0.500 -3.687 -1.483
O2 0.037 -2.841 -1.397

Properties
* total charge: +1
* M: 80.11 g/mol
* LUMO energy: -3.47 eV
* orbital gap: 10.99 eV
* HOMO: -14.46 eV

---

run w has the most favorable energy; the next structure is 18.5 kcal/mol above.

---

Run w
The following is a DFT calculation (ωB97M-V/def2-TZVPD) of an isolated ion of composition C3H8S2 and charge +1.

CARTESIAN COORDINATES (ANGSTROEM)
C1 -2.859 0.681 -0.569
C2 -1.528 0.007 -0.512
S1 -0.112 0.967 0.048
S2 1.248 -0.685 -0.304
C3 2.208 -1.098 1.448
H1 -3.814 0.239 -0.737
H2 -2.881 1.321 -1.495
H3 -2.956 1.217 0.388
H4 -1.440 -0.908 0.192
H5 -1.226 -0.232 -1.475
H6 2.293 -0.224 2.024
H7 1.786 -2.041 1.888
H8 3.142 -1.425 1.100

Properties
* total charge: +1
* M: 108.23 g/mol
* expectation value of S²: 0.7552
* LUMO energy (alpha / beta): -5.28 / -8.27 eV
* 2S+1: 2
* orbital gap (alpha / beta): 9.81 / 6.61 eV
* HOMO (alpha / beta): -15.09 / -14.89 eV

---

Run x
The following is a DFT calculation (ωB97M-V/def2-TZVPD) of an isolated ion of composition C3H8S2 and charge +1.

CARTESIAN COORDINATES (ANGSTROEM)
C1 1.779 -1.225 0.413
C2 1.519 0.004 -0.472
S1 -0.049 0.213 -1.329
S2 -1.351 -0.304 0.142
C3 -2.559 1.072 0.102
H1 1.057 -1.288 1.224
H2 1.418 -2.149 -0.067
H3 2.830 -1.247 0.647
H4 2.271 0.093 -1.259
H5 1.609 0.877 0.177
H6 -2.351 1.889 -0.587
H7 -2.645 1.423 1.131
H8 -3.528 0.642 -0.121

Properties
* total charge: +1
* M: 108.23 g/mol
* expectation value of S²: 0.7548
* LUMO energy (alpha / beta): -4.42 / -7.92 eV
* 2S+1: 2
* orbital gap (alpha / beta): 10.31 / 7.48 eV
* HOMO (alpha / beta): -14.74 / -15.40 eV

---

run x has the most favorable energy; the next structure is 32.2 kcal/mol above.

---

Run w
The following is a DFT calculation (ωB97M-V/def2-TZVPD) of a 2-piece molecular cluster, C25H29N4 overall.

CARTESIAN COORDINATES (ANGSTROEM)
C1 2.005 1.398 1.902
C2 1.698 0.480 3.046
N1 1.231 -0.851 2.512
C3 0.000 -0.625 1.668
C4 0.297 0.323 0.543
N2 1.761 0.711 0.543
C5 2.639 -0.515 0.503
C6 2.309 -1.443 1.636
H1 1.345 2.271 1.915
H2 3.054 1.712 1.920
H3 2.588 0.291 3.664
H4 0.882 0.875 3.666
H5 -0.305 -1.611 1.298
H6 -0.761 -0.199 2.335
H7 0.061 -0.127 -0.431
H8 -0.258 1.262 0.656
H9 2.485 -1.008 -0.467
H10 3.678 -0.163 0.561
H11 3.191 -1.599 2.270
H12 1.914 -2.395 1.270
C7 -3.137 0.827 -4.398
N3 -1.730 0.809 -4.713
C8 -0.812 -0.046 -4.174
C9 0.485 0.341 -4.599
C10 1.700 -0.274 -4.248
C11 2.879 -0.203 -5.018
C12 3.110 0.134 -6.380
N4 4.448 0.291 -6.591
C13 5.066 0.812 -7.796
C14 5.145 0.033 -5.408
C15 4.200 -0.314 -4.413
C16 4.594 -0.422 -3.090
C17 5.938 -0.145 -2.776
C18 6.842 0.283 -3.756
C19 6.448 0.398 -5.099
C20 0.311 1.546 -5.423
C21 -1.090 1.767 -5.484
C22 -1.671 2.901 -6.028
C23 -0.822 3.817 -6.656
C24 0.552 3.567 -6.710
C25 1.138 2.470 -6.048
H13 -3.582 1.724 -4.829
H14 -3.649 -0.056 -4.800
H15 -3.268 0.849 -3.308
H16 -1.129 -0.919 -3.613
H17 1.745 -0.873 -3.332
H18 2.376 0.234 -7.179
H19 6.123 0.980 -7.580
H20 4.976 0.104 -8.634
H21 4.593 1.766 -8.082
H22 3.855 -0.711 -2.345
H23 6.273 -0.242 -1.741
H24 7.864 0.537 -3.489
H25 7.097 0.793 -5.885
H26 -2.741 3.063 -5.912
H27 -1.242 4.715 -7.091
H28 1.195 4.261 -7.256
H29 2.218 2.336 -6.026

Properties
* total charge: +1
* M: 385.53 g/mol
* LUMO energy: -4.58 eV
* orbital gap: 5.47 eV
* HOMO: -10.05 eV

---

Run x
The following is a DFT calculation (ωB97M-V/def2-TZVPD) of a 2-piece molecular cluster, C25H29N4 overall.

CARTESIAN COORDINATES (ANGSTROEM)
C1 4.501 1.275 2.319
N1 3.105 0.881 2.267
C2 2.069 1.682 1.900
C3 0.849 0.973 2.059
C4 -0.425 1.417 1.713
C5 -1.669 0.739 1.961
C6 -2.026 -0.538 1.443
C7 -3.316 -1.024 1.649
C8 -4.219 -0.324 2.462
C9 -5.584 -0.872 2.691
C10 -3.851 0.909 3.005
C11 -2.622 1.464 2.712
C12 1.216 -0.340 2.598
C13 0.498 -1.474 2.936
C14 1.196 -2.671 3.137
C15 2.597 -2.704 3.123
C16 3.336 -1.529 2.946
C17 2.624 -0.364 2.691
H1 5.124 0.380 2.356
H2 4.767 1.873 1.442
H3 4.716 1.884 3.206
H4 2.221 2.737 1.655
H5 -0.529 2.504 1.589
H6 -1.284 -1.128 0.888
H7 -3.615 -1.971 1.198
H8 -6.112 -0.286 3.444
H9 -6.174 -0.845 1.770
H10 -5.523 -1.912 3.019
H11 -4.546 1.444 3.647
H12 -2.344 2.453 3.080
H13 -0.579 -1.416 3.041
H14 0.622 -3.586 3.287
H15 3.105 -3.659 3.265
H16 4.422 -1.523 2.922
C18 -1.746 -3.663 -1.063
C19 -0.697 -2.831 -0.698
N2 -0.358 -2.114 -1.827
C20 0.746 -1.161 -1.983
C21 0.302 0.302 -2.097
C22 1.465 1.225 -2.521
C23 1.066 2.619 -2.004
C24 -0.109 2.382 -1.051
N3 -0.215 0.935 -0.897
C25 -1.171 -2.552 -2.859
N4 -2.017 -3.457 -2.396
H17 -2.271 -4.374 -0.441
H18 -0.178 -2.734 0.245
H19 1.454 -1.290 -1.150
H20 1.263 -1.414 -2.923
H21 -0.451 0.364 -2.917
H22 2.392 0.869 -2.050
H23 1.609 1.212 -3.608
H24 1.877 3.079 -1.434
H25 0.780 3.294 -2.816
H26 0.159 2.828 -0.094
H27 -1.044 2.864 -1.398
H28 -1.136 0.642 -0.602
H29 -1.035 -2.170 -3.867

Properties
* total charge: +1
* M: 385.53 g/mol
* LUMO energy: -4.82 eV
* orbital gap: 6.16 eV
* HOMO: -10.98 eV

---

run x has the most favorable energy; the next structure is 9.9 kcal/mol above.

---

Run w
The following is a DFT calculation (ωB97M-V/def2-TZVPD) of one molecule with the formula C7H9N3.

CARTESIAN COORDINATES (ANGSTROEM)
C1 1.705 0.318 -0.726
C2 2.065 0.706 -1.917
C3 -0.440 -1.369 -0.219
C4 -2.024 -1.084 1.201
C5 -1.194 0.044 1.296
C6 2.629 0.901 -3.097
C7 -1.339 1.179 2.187
N1 0.608 0.817 -0.086
N2 -0.173 -0.152 0.346
N3 -1.602 -1.917 0.238
H1 2.421 -0.120 -0.086
H2 -2.733 -1.386 1.997
H3 -0.027 -1.663 -1.149
H4 3.159 1.715 -3.574
H5 2.740 0.141 -3.786
H6 -0.612 1.306 3.125
H7 -2.389 1.321 2.411
H8 -1.077 2.108 1.671
H9 -1.716 -2.866 0.169

Properties
* total charge: 0
* M: 135.17 g/mol
* LUMO energy: 0.66 eV
* orbital gap: 7.61 eV
* HOMO: -6.95 eV

---

Run x
The following is a DFT calculation (ωB97M-V/def2-TZVPD) of one molecule with the formula C7H9N3.

CARTESIAN COORDINATES (ANGSTROEM)
C1 -2.365 -0.428 -0.504
C2 -1.234 -0.706 -1.151
C3 -0.193 0.330 -1.520
C4 0.973 0.484 -0.500
C5 1.884 -0.655 -0.676
N1 2.606 -1.544 -0.763
C6 0.467 0.531 0.972
N2 0.351 -0.807 1.547
C7 1.398 1.336 1.782
N3 2.026 1.992 2.485
H1 -3.215 -1.095 -0.584
H2 -2.509 0.470 0.087
H3 -1.003 -1.729 -1.424
H4 -0.682 1.285 -1.694
H5 0.273 -0.025 -2.438
H6 1.540 1.381 -0.753
H7 -0.498 1.033 0.946
H8 0.961 -0.939 2.340
H9 -0.606 -1.007 1.798

Properties
* total charge: 0
* M: 135.17 g/mol
* LUMO energy: 0.58 eV
* orbital gap: 10.62 eV
* HOMO: -10.04 eV

---

run x has the most favorable energy; the next structure is 78.4 kcal/mol above.

---

Run w
The following is a DFT calculation (ωB97M-V/def2-TZVPD) of one molecule with the formula C7H9N3.

CARTESIAN COORDINATES (ANGSTROEM)
C1 -2.111 -0.112 -0.075
C2 -0.660 0.200 -0.111
C3 -0.211 1.487 0.227
C4 1.100 1.888 0.097
C5 2.058 0.793 0.016
C6 1.601 -0.498 -0.171
C7 0.362 -0.766 -0.226
H1 -1.916 -1.656 1.273
H2 -3.569 -1.548 0.529
H3 -2.669 1.554 -1.073
H4 -0.935 2.279 0.381
H5 1.042 2.859 0.236
H6 3.342 0.941 -0.247
H7 3.305 -1.083 0.044
H8 2.061 -2.249 0.076
H9 -0.002 -1.809 -0.341
N1 -2.383 -1.346 0.292
N2 -3.043 0.510 -0.620
N3 2.627 -1.446 -0.306

Properties
* total charge: 0
* M: 135.17 g/mol
* LUMO energy: 0.59 eV
* orbital gap: 9.17 eV
* HOMO: -8.58 eV

---

Run x
The following is a DFT calculation (ωB97M-V/def2-TZVPD) of one molecule with the formula C7H9N3.

CARTESIAN COORDINATES (ANGSTROEM)
C1 -0.884 1.445 0.741
C2 1.042 1.075 -0.826
C3 1.429 2.357 -0.918
C4 -0.480 0.627 -0.296
C5 -0.099 -0.796 -0.004
C6 0.054 -1.082 1.522
C7 -1.121 -1.672 -0.638
N1 -1.195 2.123 1.617
N2 1.759 -0.056 -0.905
N3 1.243 -1.047 -0.459
H1 2.414 2.480 -1.433
H2 0.827 3.138 -0.618
H3 -1.013 0.684 -1.173
H4 0.456 -2.175 1.469
H5 -0.780 -1.098 2.115
H6 0.783 -0.498 1.969
H7 -1.101 -2.778 -0.438
H8 -1.230 -1.354 -1.681
H9 -2.102 -1.375 -0.044

Properties
* total charge: 0
* M: 135.17 g/mol
* LUMO energy: -0.29 eV
* orbital gap: 9.37 eV
* HOMO: -9.66 eV

---

run x has the most favorable energy; the next structure is 30.5 kcal/mol above.